71
Properties=species:S:1:pos:R:3 method="wB97M-V/def2-TZVPD" charge=+1 homo_ev=-11.226 e_lumo_ha=-0.1788 homo_lumo_gap_ha=0.23373
Cl -4.045 -3.687 -1.871
Cl -7.155 5.705 -5.363
H 3.577 1.561 1.397
H -8.039 3.967 0.017
Cl -5.877 -1.541 -2.594
Cl 1.611 -0.896 -5.035
C 0.572 -3.087 -0.038
Cl -6.919 -4.153 -1.836
C 11.133 -0.930 1.974
H -5.673 -2.646 -0.522
C 1.157 -0.473 1.149
Cl -10.044 0.951 -4.394
H -0.926 -1.683 1.334
C 5.586 -0.621 -0.746
H 2.494 -3.995 -1.378
C -5.634 -2.964 -1.567
Cl -9.012 -0.607 -2.160
Cl -5.933 4.017 -1.039
Cl -5.254 7.339 -3.881
H -1.946 -2.317 6.278
Cl -8.429 2.911 -2.053
C 3.057 -1.835 -0.409
C 4.279 -1.691 4.417
Cl -0.344 3.338 2.706
C 2.669 -0.529 0.514
Cl -1.919 0.017 6.607
C -5.643 5.703 -4.439
Cl 4.381 -0.224 5.407
H 3.809 -0.096 -4.743
H 10.781 0.080 1.750
Cl -4.074 1.705 0.818
H -0.162 -3.984 -0.202
Cl 3.100 -0.590 -2.550
H 8.147 -0.842 0.565
Cl 2.463 1.750 -4.164
Cl 12.511 -0.808 3.081
H 0.839 0.457 1.824
Cl -3.578 -1.523 4.774
H -3.870 0.601 2.890
Cl -0.682 -1.512 4.459
Cl 5.618 -1.754 3.259
H 5.913 1.328 0.356
Cl -0.182 3.487 -0.198
C 2.073 -3.115 -0.716
Cl 9.806 -1.829 2.729
O 8.406 -0.199 -0.184
Cl 11.622 -1.700 0.455
P 7.356 -0.730 -1.511
C -9.756 -0.681 -3.766
C -2.021 -1.449 5.617
H -9.066 -1.193 -4.442
Cl -2.241 -0.440 1.541
C 2.870 0.026 -4.196
H 1.034 4.729 1.394
Cl -4.318 5.047 -5.416
C 0.706 3.689 1.323
Cl -5.116 -0.907 1.575
I 7.984 -3.082 -1.977
C 4.563 -1.871 -1.081
C -3.830 0.282 1.845
Cl 2.722 -1.764 3.574
Cl -7.204 1.787 0.338
C 0.145 -1.752 0.861
H 4.887 -2.777 -1.784
C -7.476 3.264 -0.602
Cl -11.269 -1.602 -3.709
H -5.776 5.063 -3.564
N 5.231 0.563 0.138
H 4.354 -2.558 5.078
Cl 2.139 2.647 1.349
C 3.820 0.624 0.735

=====

7
Properties=species:S:1:pos:R:3 method="wB97M-V/def2-TZVPD" smiles="OC1=CN1" charge=0 homo_ev=-8.249 e_lumo_ha=0.0217 homo_lumo_gap_ha=0.32485
H -0.584 -0.144 2.511
N -0.198 -0.735 -0.595
C 0.227 0.160 0.616
H -0.957 -0.171 -1.118
H 1.840 0.381 -1.023
O -0.247 0.490 1.919
C 1.102 -0.016 -0.388

=====

101
Properties=species:S:1:pos:R:3 method="wB97M-V/def2-TZVPD" charge=0 homo_ev="-10.816 / -10.816" multiplicity=2 e_lumo_ha="-0.0142 / -0.1552" s_squared=0.75 homo_lumo_gap_ha="0.38329 / 0.24231"
H -1.050 2.302 -3.137
H 1.733 4.332 -1.098
H 2.087 0.666 -3.104
O -4.997 5.510 -0.551
H -5.796 0.502 3.524
H -0.541 -3.208 -4.482
O -3.529 4.018 -1.744
C 4.751 4.578 1.705
H -5.085 2.087 3.336
H -0.204 -4.641 -2.819
H -3.107 1.963 -1.692
C 3.484 3.844 1.322
H 3.512 3.463 0.302
O -4.507 0.670 1.854
H -2.871 5.725 1.285
F -3.128 -1.461 -1.139
H -1.974 1.997 1.616
B 0.148 0.904 -0.432
H -1.381 1.464 3.226
H -0.129 -2.422 -6.042
H -1.327 4.025 -3.230
O 2.275 4.599 1.572
H 3.401 -5.473 0.269
S 1.926 5.852 0.658
O -2.511 -0.582 1.419
H 4.574 5.068 2.668
C 1.262 -2.114 -4.418
H -0.116 -3.997 3.100
C -2.578 5.524 0.254
F 0.558 1.498 0.777
C 2.558 -2.943 2.796
H 2.336 -4.254 4.525
O 1.835 -1.784 3.295
O -3.316 -0.387 3.756
C -0.134 -2.322 -4.960
O 0.067 -1.686 1.675
H 1.969 -3.546 2.101
B -2.427 -1.729 -2.362
O -4.225 3.414 0.519
C 0.225 -5.268 -2.042
O 2.514 -3.930 -1.639
C 2.931 0.013 -2.890
O 1.973 -1.068 -5.077
S -3.133 0.182 2.461
H -2.532 6.426 -0.339
H -6.346 2.365 1.221
O 0.371 -3.120 -0.660
H 3.821 -4.481 3.586
H -7.136 0.798 1.430
S 3.390 -0.661 -4.474
H 2.650 -0.760 -2.188
C 3.101 -3.741 3.946
F -1.461 -0.673 -2.415
H 0.884 -5.998 -2.503
O 2.865 6.879 0.968
F -1.762 -2.964 -2.227
C -2.581 2.911 -1.754
H 3.796 0.589 -2.573
F 0.711 -0.396 -0.607
H 1.483 -7.311 1.789
S 1.251 -4.184 -1.053
F 0.415 1.735 -1.503
H 3.214 -7.354 1.870
H 1.265 -1.974 -3.328
C -2.253 1.716 2.625
H 2.333 -6.801 -0.431
H 0.082 -3.338 4.776
S 0.283 -1.680 3.096
H 2.311 -5.909 2.459
O 3.842 0.392 -5.312
O -0.172 -0.606 3.884
C 2.211 5.301 -0.995
Cu -1.140 -1.437 -0.132
H 3.360 -2.508 2.196
H 3.388 3.009 2.013
H -1.844 2.991 -0.953
S -3.971 4.555 -0.317
H -0.723 -1.461 -4.646
F -3.259 -1.665 -3.450
C -5.445 1.220 2.778
C -1.818 3.067 -3.058
C -6.651 1.618 1.957
H 3.275 5.169 -1.181
O 0.525 6.080 0.826
H -2.528 2.946 -3.880
H -0.531 -5.588 -1.339
H 1.791 -3.079 -4.480
H 5.602 3.925 1.884
F -1.245 0.693 -0.251
H -1.664 4.942 0.310
C 2.473 -6.036 0.331
C 2.372 -6.684 1.700
H 1.798 6.032 -1.681
O 1.364 -5.079 0.261
H -2.895 2.437 3.117
H 3.693 -3.111 4.612
H -7.431 2.109 2.543
O 4.192 -1.832 -4.290
C -0.334 -3.181 3.786
H 4.971 5.390 1.014
H -1.414 -3.070 3.889

=====

24
Properties=species:S:1:pos:R:3 method="wB97M-V/def2-TZVPD" charge=0 homo_ev=-6.812 e_lumo_ha=-0.0871 homo_lumo_gap_ha=0.16324
O -3.178 2.300 -2.681
H 6.110 -1.849 -2.648
O 1.770 0.395 -5.111
H -3.762 2.387 3.858
Cl 0.485 -0.113 0.607
H 4.711 2.862 0.680
H -1.912 -3.716 -0.305
H 1.296 0.137 -4.320
O -0.503 -2.937 4.505
H -4.866 2.201 2.715
H -2.335 -5.134 -0.622
O 5.767 -1.171 -2.067
H -1.404 -2.712 4.737
H 4.884 -1.468 -1.845
O 5.599 3.170 0.499
H -3.390 1.414 2.575
N -4.126 1.713 3.199
H -2.906 2.075 -3.571
H 5.976 2.497 -0.068
H 1.454 1.278 -5.303
H -4.406 0.906 3.739
H -2.363 2.327 -2.180
O -2.665 -4.305 -0.276
H -0.237 -2.257 3.885

=====

Calculated energy above the lowest of the compared OMol25 structures with the same formula, charge and spin in order - 1348.4, 438.4, 0.0, 329.2 kJ/mol